1.
Entry from the OMol25 dataset: one molecule with the formula C25H39NO4 (the ωB97M-V functional and the def2-TZVPD basis).

XYZ file:
```
69
Properties=species:S:1:pos:R:3
C 5.867 0.829 1.189
C 4.720 1.782 1.375
O 3.563 0.923 1.527
C 2.338 1.512 1.558
O 2.168 2.711 1.598
C 1.261 0.393 1.378
C 1.461 0.039 -0.158
C 2.614 0.604 -1.092
C 2.430 1.893 -1.642
C 3.398 2.546 -2.378
C 4.665 1.921 -2.553
O 5.648 2.692 -3.086
C 7.009 2.169 -3.091
C 4.803 0.566 -2.173
C 3.772 -0.056 -1.495
N 1.166 -1.369 -0.469
C 0.028 -1.762 -1.271
C 2.196 -2.401 -0.353
C 1.667 -0.688 2.504
C 1.081 -2.061 2.579
C -0.423 -2.372 2.736
C -1.239 -2.486 1.466
C -2.762 -2.515 1.529
C -3.474 -1.210 1.864
C -3.243 -0.103 0.791
C -3.169 1.340 1.280
C -2.120 2.190 0.573
C -0.730 2.271 1.251
C -0.117 0.986 1.774
O -0.841 0.390 2.586
H 6.828 1.321 1.014
H 6.021 0.207 2.091
H 5.703 0.158 0.338
H 4.860 2.425 2.264
H 4.619 2.440 0.498
H 0.546 0.575 -0.509
H 1.462 2.374 -1.487
H 3.258 3.576 -2.705
H 7.577 2.980 -3.546
H 7.351 2.016 -2.057
H 7.067 1.248 -3.677
H 5.760 0.071 -2.344
H 3.950 -1.098 -1.279
H -0.397 -2.668 -0.816
H -0.699 -0.949 -1.291
H 0.309 -2.094 -2.284
H 1.765 -3.308 0.084
H 2.618 -2.731 -1.301
H 3.012 -2.045 0.286
H 2.727 -0.835 2.296
H 1.627 -0.230 3.519
H 1.579 -2.632 3.387
H 1.419 -2.534 1.675
H -0.876 -1.619 3.364
H -0.591 -3.359 3.190
H -0.947 -3.396 0.925
H -0.943 -1.657 0.818
H -3.044 -3.266 2.263
H -3.173 -2.867 0.573
H -3.181 -0.828 2.847
H -4.563 -1.373 1.913
H -4.064 -0.171 0.053
H -2.335 -0.362 0.221
H -3.011 1.377 2.361
H -4.148 1.787 1.094
H -2.489 3.215 0.492
H -1.984 1.835 -0.465
H -0.833 2.881 2.165
H -0.007 2.781 0.606
```

For the LUMO energy, the calculation gives 0.610 eV. The value obtained for the gap between HOMO and LUMO is 8.64 eV.

From a Löwdin analysis of the wavefunction, the atomic charges in e read: atom 1 (C): -0.070, atom 2 (C): -0.192, atom 3 (O): -0.052, atom 4 (C): -0.420, atom 5 (O): 0.132, atom 6 (C): -0.136, atom 7 (C): -0.127, atom 8 (C): -0.126, atom 9 (C): -0.035, atom 10 (C): 0.007, atom 11 (C): -0.275, atom 12 (O): -0.095, atom 13 (C): -0.046, atom 14 (C): -0.026, atom 15 (C): -0.054, atom 16 (N): -0.208, atom 17 (C): -0.082, atom 18 (C): -0.100, atom 19 (C): -0.099, atom 20 (C): -0.187, atom 21 (C): -0.186, atom 22 (C): -0.243, atom 23 (C): -0.200, atom 24 (C): -0.196, atom 25 (C): -0.198, atom 26 (C): -0.219, atom 27 (C): -0.181, atom 28 (C): -0.111, atom 29 (C): -0.251, atom 30 (O): 0.071, atom 31 (H): 0.078, atom 32 (H): 0.087, atom 33 (H): 0.058, atom 34 (H): 0.134, atom 35 (H): 0.124, atom 36 (H): 0.136, atom 37 (H): 0.116, atom 38 (H): 0.121, atom 39 (H): 0.091, atom 40 (H): 0.093, atom 41 (H): 0.088, atom 42 (H): 0.108, atom 43 (H): 0.089, atom 44 (H): 0.067, atom 45 (H): 0.084, atom 46 (H): 0.087, atom 47 (H): 0.084, atom 48 (H): 0.080, atom 49 (H): 0.096, atom 50 (H): 0.105, atom 51 (H): 0.141, atom 52 (H): 0.125, atom 53 (H): 0.048, atom 54 (H): 0.090, atom 55 (H): 0.114, atom 56 (H): 0.109, atom 57 (H): 0.057, atom 58 (H): 0.106, atom 59 (H): 0.115, atom 60 (H): 0.101, atom 61 (H): 0.108, atom 62 (H): 0.115, atom 63 (H): 0.080, atom 64 (H): 0.107, atom 65 (H): 0.106, atom 66 (H): 0.107, atom 67 (H): 0.112, atom 68 (H): 0.139, atom 69 (H): 0.098

=====

2.
Entry from the OMol25 dataset: C24H28CoN2OS3 as an isolated structure (the ωB97M-V functional and the def2-TZVPD basis).

XYZ file:
```
59
Properties=species:S:1:pos:R:3
Co -0.212 0.065 0.047
C -0.636 2.985 -0.599
N -1.206 1.965 0.311
C -0.912 2.351 1.709
C -0.920 1.151 2.624
N 0.130 0.203 2.193
C -0.025 -1.106 2.863
C 1.466 0.727 2.491
C 1.813 1.079 3.793
C 3.083 1.548 4.082
C 4.017 1.658 3.057
C 3.675 1.296 1.767
C 2.394 0.821 1.468
S 1.985 0.333 -0.165
C -2.651 1.808 0.126
C -3.453 2.927 -0.075
C -4.824 2.805 -0.219
C -5.402 1.542 -0.146
C -4.607 0.429 0.057
C -3.218 0.537 0.195
S -2.233 -0.908 0.426
H -0.905 3.999 -0.288
H -0.991 2.797 -1.607
H 0.449 2.890 -0.575
H -1.635 3.099 2.048
H 0.082 2.805 1.727
H -1.879 0.635 2.587
H -0.751 1.482 3.653
H 0.054 -1.000 3.949
H 0.765 -1.771 2.515
H -0.995 -1.525 2.606
H 1.088 0.982 4.592
H 3.342 1.819 5.097
H 5.013 2.027 3.266
H 4.397 1.375 0.964
H -3.003 3.910 -0.129
H -5.433 3.684 -0.387
H -6.473 1.427 -0.255
H -5.048 -0.559 0.104
C -4.156 -5.096 -3.132
C -3.222 -3.920 -3.031
C -3.633 -2.643 -3.389
C -2.797 -1.543 -3.225
C -1.535 -1.743 -2.707
C -1.083 -3.010 -2.365
C -1.927 -4.091 -2.536
S -0.544 -0.308 -2.363
C 0.713 -0.542 -3.598
O -1.329 0.885 -2.778
H -5.134 -4.792 -3.502
H -4.296 -5.560 -2.155
H -3.761 -5.861 -3.803
H -4.631 -2.496 -3.785
H -3.122 -0.539 -3.464
H -0.093 -3.152 -1.944
H -1.586 -5.084 -2.269
H 0.185 -0.496 -4.550
H 1.197 -1.508 -3.455
H 1.435 0.266 -3.501
```

For the LUMO energy (spin up / spin down), the calculation gives 0.101 / 0.579 eV. The relative energy (zero: lowest compared OMol25 entry of this formula, charge and spin) is 0.000 eV. Its spin multiplicity is 2. The expectation value of S² is 0.8933. The value obtained for the gap between HOMO and LUMO (spin up / spin down) is 7.29 / 7.74 eV.

From a Löwdin analysis of the wavefunction, the atomic charges in e read: atom 1 (Co): -0.005, atom 2 (C): -0.072, atom 3 (N): -0.201, atom 4 (C): -0.142, atom 5 (C): -0.170, atom 6 (N): -0.225, atom 7 (C): -0.072, atom 8 (C): -0.289, atom 9 (C): -0.038, atom 10 (C): -0.086, atom 11 (C): -0.090, atom 12 (C): -0.112, atom 13 (C): -0.591, atom 14 (S): 0.660, atom 15 (C): -0.266, atom 16 (C): -0.033, atom 17 (C): -0.089, atom 18 (C): -0.095, atom 19 (C): -0.113, atom 20 (C): -0.554, atom 21 (S): 0.718, atom 22 (H): 0.085, atom 23 (H): 0.075, atom 24 (H): 0.071, atom 25 (H): 0.136, atom 26 (H): 0.128, atom 27 (H): 0.102, atom 28 (H): 0.121, atom 29 (H): 0.091, atom 30 (H): 0.102, atom 31 (H): 0.031, atom 32 (H): 0.108, atom 33 (H): 0.100, atom 34 (H): 0.102, atom 35 (H): 0.099, atom 36 (H): 0.107, atom 37 (H): 0.098, atom 38 (H): 0.100, atom 39 (H): 0.098, atom 40 (C): -0.049, atom 41 (C): -0.265, atom 42 (C): -0.024, atom 43 (C): -0.058, atom 44 (C): -0.423, atom 45 (C): -0.086, atom 46 (C): -0.035, atom 47 (S): 0.818, atom 48 (C): -0.204, atom 49 (O): -0.465, atom 50 (H): 0.074, atom 51 (H): 0.084, atom 52 (H): 0.082, atom 53 (H): 0.114, atom 54 (H): 0.114, atom 55 (H): 0.117, atom 56 (H): 0.118, atom 57 (H): 0.073, atom 58 (H): 0.065, atom 59 (H): 0.059

=====

3.
Entry from the OMol25 dataset: a 2-piece molecular cluster, C2HClNO overall (the ωB97M-V functional and the def2-TZVPD basis).

XYZ file:
```
6
Properties=species:S:1:pos:R:3
C 0.262 -0.074 -0.046
C 3.983 0.650 -0.054
N 1.395 0.000 0.089
O 4.127 1.768 -0.051
Cl 4.010 -0.856 0.016
H -0.678 -0.353 -0.083
```

For the LUMO energy, the calculation gives -5.781 eV. The relative energy (zero: lowest compared OMol25 entry of this formula, charge and spin) is 0.505 eV. As for the net charge: +1. The value obtained for the gap between HOMO and LUMO is 11.63 eV.

From a Löwdin analysis of the wavefunction, the atomic charges in e read: atom 1 (C): 0.059, atom 2 (C): -0.665, atom 3 (N): 0.045, atom 4 (O): 0.336, atom 5 (Cl): 1.191, atom 6 (H): 0.033